1.
The following is a DFT calculation (the ωB97M-V functional and the def2-TZVPD basis) of an isolated molecule of C5H7N3 in a non-equilibrium geometry.

XYZ file:
```
15
Properties=species:S:1:pos:R:3:forces:R:3:nbo_charge:R:1
C 0.499 -0.658 -3.314 -1.3 0.7 3.1 -0.23
C 0.060 -0.365 -2.201 0.1 -0.8 -2.2 -0.02
C -0.657 -0.057 -0.920 0.1 1.6 -0.9 -0.16
C 0.197 0.849 0.023 0.8 0.8 -1.6 -0.23
N -0.181 0.340 1.325 -0.3 0.1 -0.8 -0.30
N 0.632 0.725 2.410 -0.1 -1.2 0.8 -0.63
C -0.670 -0.942 1.057 -0.3 0.1 0.4 0.25
N -1.013 -1.239 -0.132 0.4 0.2 0.2 -0.44
H 0.813 -0.976 -4.277 0.2 0.1 0.0 0.24
H -1.569 0.591 -1.160 0.8 -1.3 0.1 0.22
H 1.292 0.759 -0.266 -0.9 -0.2 0.9 0.19
H -0.062 1.912 -0.174 0.1 -0.6 0.6 0.21
H 1.418 0.062 2.450 -0.1 0.4 0.2 0.34
H 0.102 0.609 3.301 0.4 0.2 -1.1 0.36
H -0.862 -1.610 1.878 0.1 -0.2 0.4 0.19
```
Positions in Å, forces in eV/Å.

The LUMO energy is 0.867 eV. Its charge is 0. Its SMILES is C#C[C@@H]1CN(N)C=N1. For the total energy, the calculation gives -358.86364 hartree. Its HOMO-LUMO gap is 9.82 eV. Its HOMO energy is -8.954 eV.

***

2.
The following is a DFT calculation (the ωB97M-V functional and the def2-TZVPD basis) of an isolated molecule of C6H8OS in a non-equilibrium geometry.

XYZ file:
```
16
Properties=species:S:1:pos:R:3:forces:R:3:nbo_charge:R:1
C -1.209 -1.726 -0.350 -0.3 -4.6 0.4 -0.64
C -0.055 -1.482 0.598 0.6 0.3 -0.1 -0.33
S 1.746 -1.701 0.034 -0.5 0.8 -0.2 0.24
C 1.724 0.080 0.286 -6.7 -0.5 2.0 0.17
C 0.032 0.017 0.820 7.8 1.6 -1.9 -0.11
C -0.364 1.290 0.047 0.0 -1.1 2.1 -0.49
C 0.922 2.103 -0.232 -0.5 -1.0 0.6 -0.06
O 2.080 1.229 -0.303 0.0 -2.3 0.2 -0.49
H -1.479 -1.134 -1.172 0.4 1.3 -0.9 0.22
H -2.076 -1.860 0.265 -0.8 0.8 0.7 0.23
H -1.271 -2.819 -0.714 0.8 1.4 0.0 0.22
H -0.168 -2.131 1.514 0.0 0.9 -0.9 0.23
H -0.821 1.046 -0.861 -0.9 -0.4 -1.6 0.20
H -1.111 1.763 0.696 0.3 0.8 -0.5 0.23
H 0.886 2.563 -1.182 -0.1 0.9 -0.8 0.20
H 1.164 2.763 0.553 0.0 1.1 0.8 0.19
```
Positions in Å, forces in eV/Å.

The LUMO energy (spin up / spin down) is 0.131 / 0.526 eV. Its charge is 0. Its SMILES is C[C@H]1SC2=C1CCO2. For the total energy, the calculation gives -706.64299 hartree. Its HOMO-LUMO gap (spin up / spin down) is 7.01 / 8.10 eV. Its HOMO energy (spin up / spin down) is -6.875 / -7.577 eV.

***

3.
The following is a DFT calculation (the ωB97M-V functional and the def2-TZVPD basis) of a cluster of 7 separate species, C30H80N6O11 in total in a non-equilibrium geometry.

XYZ file:
```
127
Properties=species:S:1:pos:R:3:forces:R:3:lowdin_charge:R:1
N -2.861 -2.768 -0.568 -6.2 2.3 -5.6 0.32
H -2.148 -3.118 -0.125 5.8 -2.6 2.9 0.02
H -3.782 -3.200 -0.260 2.5 1.0 -0.6 0.07
H -2.835 -2.819 -1.635 0.6 -0.2 1.7 0.17
H -2.953 -1.761 -0.432 0.2 0.2 0.5 0.09
O -0.616 -0.886 -0.799 -4.4 -10.7 4.2 -0.24
H -0.325 -0.154 -1.041 4.6 10.2 -3.0 -0.20
C -0.086 -3.351 -5.663 0.9 0.5 -3.9 -0.15
O -0.723 -2.130 -5.540 -1.2 1.5 2.5 -0.21
C -1.188 -1.915 -4.209 2.0 -2.6 2.2 -0.27
C -1.642 -0.577 -4.024 -4.3 3.2 -0.6 -0.25
N -2.156 -0.202 -2.666 -0.6 -2.0 -1.2 -0.08
C -2.487 1.133 -2.416 -2.5 2.2 -0.9 -0.26
C -3.878 1.623 -3.073 2.5 0.2 0.4 -0.18
O -4.174 2.999 -2.772 -0.2 -0.4 -0.1 -0.19
C -3.479 4.039 -3.523 -1.4 -6.6 -2.5 -0.04
H -0.653 -4.160 -5.192 0.6 -0.1 0.3 0.08
H 1.058 -3.234 -5.482 -2.0 -0.7 0.0 0.11
H -0.308 -3.394 -6.810 1.3 -1.2 1.7 0.12
H -0.252 -1.874 -3.400 -2.1 -1.3 -1.8 0.16
H -2.021 -2.717 -3.934 1.7 1.3 -0.3 0.15
H -2.272 -0.208 -4.984 0.0 -1.1 2.2 0.16
H -0.897 0.073 -4.238 3.4 1.9 -0.4 0.07
H -1.663 -0.561 -1.729 0.4 -0.5 -1.9 0.02
H -1.749 1.984 -2.601 -0.3 -1.1 0.4 0.13
H -2.882 1.075 -1.421 1.0 1.1 0.3 0.04
H -4.620 0.962 -2.709 -1.2 -0.1 1.3 0.09
H -3.863 1.238 -4.068 0.1 1.0 -1.7 0.09
H -2.472 3.827 -3.454 2.5 -0.6 -0.4 0.05
H -3.561 4.900 -3.078 -1.5 4.8 2.2 0.03
H -3.838 3.912 -4.563 0.3 0.9 0.4 0.11
C -5.051 -6.112 0.872 5.7 4.7 -1.6 -0.06
O -5.082 -4.987 1.679 2.7 1.2 1.7 -0.14
C -5.238 -3.795 0.918 -1.9 -0.5 2.8 -0.21
C -4.561 -2.743 1.754 3.1 -0.1 -2.1 -0.18
N -4.505 -1.446 1.057 1.1 -0.6 0.6 -0.06
C -3.768 -0.353 1.759 2.5 -1.6 -3.9 -0.14
C -3.464 0.763 0.734 -3.1 3.0 4.4 -0.15
O -2.648 1.731 1.508 -0.4 -0.5 -0.3 -0.18
C -2.554 2.993 0.773 4.2 -3.1 2.9 -0.03
H -4.381 -5.868 0.052 -0.2 -0.4 -0.7 0.11
H -5.956 -6.102 0.695 -8.9 -1.3 -3.7 0.02
H -4.797 -6.994 1.184 1.9 -4.6 3.2 0.05
H -6.334 -3.791 0.865 0.0 1.2 -0.7 0.15
H -4.816 -3.661 -0.049 -1.0 -1.7 -1.1 0.07
H -3.481 -3.164 1.864 -1.9 0.8 0.3 0.14
H -5.048 -2.684 2.647 -0.9 0.1 2.9 0.10
H -5.461 -1.246 0.987 -1.6 1.3 -0.4 0.10
H -2.727 -0.654 1.939 -0.6 -0.6 0.3 0.09
H -4.173 -0.144 2.668 -1.4 1.4 2.4 0.10
H -4.488 1.308 0.607 1.6 -0.8 -0.8 0.16
H -3.017 0.424 -0.160 0.5 -0.6 -0.3 0.05
H -1.931 2.737 0.013 1.6 0.0 -2.8 0.04
H -2.154 3.857 1.221 0.5 0.5 1.7 0.08
H -3.440 3.138 0.491 -7.1 1.8 -2.8 0.01
C -0.502 -0.798 4.606 -0.3 2.4 -3.3 -0.13
O -0.921 -2.088 4.270 -0.5 -0.4 -1.0 -0.14
C -1.009 -2.348 2.855 6.0 4.6 1.5 -0.20
C 0.317 -2.887 2.313 2.2 0.4 0.5 -0.22
N 0.168 -3.237 0.931 -1.2 3.2 -2.7 -0.13
C 1.369 -3.719 0.317 3.1 -0.9 0.7 -0.22
C 1.216 -3.837 -1.273 -0.3 -0.8 2.9 -0.24
O 2.277 -4.519 -1.840 1.3 0.3 -0.3 -0.21
C 2.231 -4.359 -3.234 1.4 -0.7 -1.2 -0.14
H 0.161 -0.264 3.885 0.8 -1.4 -0.2 0.08
H 0.048 -0.743 5.493 0.0 -0.1 1.7 0.07
H -1.252 0.003 4.376 -0.6 -0.8 1.5 0.10
H -1.301 -1.479 2.241 1.0 0.6 0.6 0.09
H -1.763 -2.868 2.581 -4.9 -4.9 -0.7 0.02
H 0.663 -3.787 2.843 -0.5 0.0 0.2 0.12
H 1.293 -2.192 2.452 -2.3 -0.7 -0.1 0.15
H -0.066 -2.283 0.356 0.4 -2.1 1.4 0.12
H 1.646 -4.701 0.810 -0.5 0.6 -0.9 0.12
H 2.430 -3.084 0.681 -2.8 -1.0 -1.4 0.17
H 1.235 -2.804 -1.560 -0.8 0.6 -0.8 0.07
H 0.336 -4.487 -1.553 0.0 1.4 0.5 0.14
H 2.650 -3.360 -3.647 -1.3 -0.9 1.0 0.10
H 1.169 -4.616 -3.577 1.6 0.5 0.0 0.08
H 3.036 -5.061 -3.634 -1.5 0.4 0.3 0.10
C 7.847 -2.655 4.430 1.7 0.8 0.4 -0.12
O 6.628 -2.035 3.946 1.2 -1.5 0.7 -0.20
C 6.321 -2.439 2.620 -1.0 -0.6 0.1 -0.25
C 5.621 -1.266 1.990 0.5 2.7 -3.9 -0.17
N 5.083 -1.558 0.601 -1.3 -1.5 5.2 -0.09
C 4.358 -0.582 -0.028 -2.5 1.0 -1.3 -0.25
C 4.164 -0.994 -1.537 0.6 4.5 1.9 -0.17
O 3.640 0.146 -2.223 -1.0 0.4 -0.1 -0.18
C 2.170 0.174 -2.298 3.1 -6.5 0.5 -0.03
H 8.220 -3.554 3.913 -1.6 -0.8 0.5 0.07
H 7.923 -2.729 5.592 -0.5 0.1 -2.3 0.12
H 8.764 -2.121 4.042 -0.9 0.9 0.8 0.08
H 5.662 -3.435 2.542 1.6 2.0 0.3 0.17
H 7.282 -2.502 2.069 -0.5 -0.7 0.0 0.12
H 6.380 -0.396 1.820 -0.6 -1.4 0.6 0.14
H 4.813 -0.667 2.391 -0.4 -0.9 1.3 0.11
H 5.719 -1.888 -0.002 3.2 -1.7 -2.2 0.06
H 4.916 0.287 -0.189 0.9 2.3 0.3 0.09
H 3.379 -0.283 0.543 1.5 -0.7 -1.2 0.15
H 3.487 -1.710 -1.539 -3.0 -4.0 -0.5 0.04
H 5.103 -1.270 -1.972 0.5 -0.1 -0.3 0.13
H 1.857 1.000 -2.734 -1.2 3.8 -2.2 0.04
H 1.665 -0.027 -1.388 -0.1 0.3 1.5 0.05
H 1.906 -0.797 -2.863 0.0 1.6 0.1 0.10
C 2.489 10.738 0.906 1.0 -1.5 -0.9 -0.08
O 1.678 9.731 1.571 0.5 3.6 -0.3 -0.16
C 1.507 8.579 0.885 -4.8 -1.5 0.3 -0.27
C 0.953 7.459 1.936 -1.6 3.2 -2.6 -0.20
N 1.108 6.210 1.249 -1.8 -0.3 0.0 -0.09
C 0.659 5.088 2.075 -4.1 -0.7 -4.8 -0.18
C 0.750 3.804 1.221 2.2 0.0 -0.6 -0.27
O 0.160 2.765 1.931 -1.6 -0.3 -1.7 -0.18
C 0.183 1.611 1.049 -3.6 1.8 3.4 -0.07
H 2.403 10.929 -0.159 -1.5 -0.7 -0.6 0.08
H 3.546 10.466 0.841 0.2 -0.4 1.0 0.09
H 2.427 11.727 1.264 -0.5 0.8 1.5 0.06
H 2.361 8.095 0.744 4.2 -1.5 -1.9 0.05
H 0.817 8.630 -0.113 1.5 0.0 2.2 0.17
H -0.114 7.868 2.165 1.5 -1.4 0.3 0.15
H 1.633 7.444 2.734 0.5 0.5 1.5 0.10
H 0.360 6.269 0.532 1.0 -0.4 0.1 0.12
H -0.520 5.171 2.209 2.0 -0.1 0.3 0.15
H 1.050 4.940 2.983 2.0 0.0 3.4 0.08
H 1.744 3.264 1.058 0.0 2.1 -0.2 0.14
H 0.410 4.075 0.140 -0.3 -0.8 1.6 0.14
H -0.321 0.943 1.675 -0.6 -1.7 0.2 0.07
H 1.109 1.352 0.872 5.1 -1.5 -0.9 0.03
H -0.334 1.720 0.146 -0.9 0.5 -1.3 0.06
```
Positions in Å, forces in eV/Å.

The LUMO energy is 0.008 eV. Its charge is 0. For the total energy, the calculation gives -2346.26770 hartree. Its HOMO-LUMO gap is 7.48 eV. Its HOMO energy is -7.470 eV.

***

4.
The following is a DFT calculation (the ωB97M-V functional and the def2-TZVPD basis) of a structure of composition C5H7CaO4 in a non-equilibrium geometry.

XYZ file:
```
17
Properties=species:S:1:pos:R:3:forces:R:3:nbo_charge:R:1
O 0.947 3.215 -1.169 0.7 1.0 -0.4 -0.91
C 0.824 1.964 -1.343 1.4 -2.0 -1.5 0.96
O -0.317 1.566 -0.540 -0.4 0.2 0.3 -0.74
O 1.429 1.152 -1.983 -0.8 0.9 0.8 -0.54
Ca -0.549 3.649 0.116 -0.7 0.5 0.7 1.86
C -1.417 -0.367 -1.326 0.4 0.5 -0.2 -0.39
C -0.664 0.218 -0.402 -1.4 -1.1 0.2 0.28
H -1.772 0.202 -2.187 0.3 -0.4 0.0 0.22
H -1.654 -1.427 -1.253 -0.2 0.4 0.1 0.23
O 0.811 -1.988 2.220 -0.1 0.1 0.1 -0.72
C 0.621 -1.514 0.903 0.4 -0.1 -0.1 -0.05
C -0.384 -0.369 0.960 0.5 0.2 0.0 -0.48
H 1.597 -2.539 2.250 0.0 -0.1 0.0 0.48
H 0.240 -2.314 0.247 0.1 0.2 0.1 0.17
H 1.579 -1.157 0.485 -0.3 0.0 0.0 0.17
H 0.025 0.428 1.602 -0.1 -0.3 0.0 0.20
H -1.315 -0.720 1.421 0.2 0.0 -0.1 0.24
```
Positions in Å, forces in eV/Å.

The LUMO energy is -5.695 eV. Its charge is +1. For the total energy, the calculation gives -1173.07648 hartree. Its HOMO-LUMO gap is 7.42 eV. Its HOMO energy is -13.119 eV.

***

5.
The following is a DFT calculation (the ωB97M-V functional and the def2-TZVPD basis) of a structure of composition C5H7NO.

XYZ file:
```
14
Properties=species:S:1:pos:R:3:forces:R:3:nbo_charge:R:1
C -1.501 0.327 0.909 -0.4 -0.2 0.1 -0.42
N -0.713 -0.233 -0.719 0.1 0.2 0.3 -0.36
C -0.037 -1.400 -0.785 0.0 -0.1 0.0 -0.13
C 1.299 -1.229 -0.414 -0.1 -0.1 0.0 -0.21
C 1.447 0.077 0.050 -0.1 -0.1 -0.1 -0.38
C 0.181 0.667 -0.102 0.4 0.0 -0.3 0.40
O -0.021 2.025 -0.166 0.1 0.0 -0.2 -0.69
H -2.228 0.959 0.407 0.1 -0.2 0.2 0.23
H -1.134 0.821 1.821 0.4 -0.2 -0.5 0.22
H -1.887 -0.662 1.116 0.0 0.1 0.1 0.22
H -0.515 -2.314 -1.114 0.0 0.2 0.0 0.20
H 2.080 -1.971 -0.550 -0.1 0.1 0.2 0.22
H 2.366 0.584 0.317 -0.2 -0.1 0.2 0.22
H 0.661 2.349 -0.769 -0.2 0.2 0.1 0.49
```
Positions in Å, forces in eV/Å.

The LUMO energy is 0.725 eV. Its charge is 0. For the total energy, the calculation gives -324.59331 hartree. Its HOMO-LUMO gap is 8.93 eV. Its HOMO energy is -8.207 eV.

***

6.
The following is a DFT calculation (the ωB97M-V functional and the def2-TZVPD basis) of an isolated molecule of C2H2N4O2 in a non-equilibrium geometry.

XYZ file:
```
10
Properties=species:S:1:pos:R:3:forces:R:3:nbo_charge:R:1
H -2.893 -0.538 -0.293 -1.1 0.7 -0.2 0.36
N -2.080 -1.095 -0.199 2.4 0.1 0.7 -0.60
C -1.115 -0.335 0.119 -1.9 -0.2 0.0 0.58
N -1.229 1.081 0.223 0.8 0.7 -0.9 -0.23
N -0.211 1.789 0.042 0.1 -1.1 1.0 0.08
N 1.090 1.154 -0.066 -0.9 2.7 -1.1 -0.45
C 1.126 -0.078 0.098 0.8 -1.1 0.2 0.81
O 2.224 -0.804 -0.015 -0.4 -0.9 0.3 -0.64
O 0.095 -0.830 0.452 0.2 -1.5 -0.1 -0.45
H 2.993 -0.344 -0.362 -0.2 0.6 0.0 0.52
```
Positions in Å, forces in eV/Å.

The LUMO energy is -0.651 eV. Its charge is 0. Its SMILES is [H]/N=c1\nnnc(O)o1. For the total energy, the calculation gives -446.83833 hartree. Its HOMO-LUMO gap is 9.95 eV. Its HOMO energy is -10.597 eV.